The following is a DFT calculation (the ωB97M-V functional and the def2-TZVPD basis) of a molecular structure, C108H180N12O32P8 at a distorted geometry.

The spin multiplicity is 1. For the total energy, the calculation gives -10019.56932 a.u. The calculation puts the max |F| at 4.11 eV/Å. The calculation puts the frontier orbital gap at 9.60 eV.

Cartesian coordinates (Å):
N: -4.14 -31.03 25.53
C: -3.59 -31.82 26.48
C: -4.33 -32.67 27.21
C: -5.73 -32.58 27.24
C: -6.30 -31.76 26.27
C: -5.45 -30.98 25.48
H: -2.47 -31.88 26.59
H: -3.90 -33.30 28.00
H: -6.28 -33.24 27.90
H: -7.41 -31.72 26.16
H: -5.80 -30.24 24.78
N: 3.32 -22.51 23.37
C: 2.88 -23.19 22.35
C: 1.51 -23.51 22.12
C: 0.59 -23.06 23.04
C: 1.06 -22.33 24.12
C: 2.39 -22.04 24.21
H: 3.65 -23.51 21.63
H: 1.14 -23.97 21.16
H: -0.46 -23.42 22.87
H: 0.43 -21.94 24.87
H: 2.78 -21.43 25.04
N: -2.22 -26.07 14.61
C: -2.05 -26.04 15.95
C: -2.56 -25.09 16.79
C: -3.37 -24.05 16.30
C: -3.48 -24.00 14.90
C: -2.93 -25.01 14.11
H: -1.48 -26.89 16.37
H: -2.34 -25.12 17.87
H: -3.86 -23.30 16.97
H: -4.01 -23.23 14.37
H: -3.10 -25.10 13.03
N: -5.15 -23.29 19.27
C: -5.53 -22.02 19.45
C: -4.68 -21.06 20.06
C: -3.49 -21.43 20.63
C: -3.09 -22.76 20.48
C: -3.88 -23.60 19.76
H: -6.54 -21.67 19.12
H: -5.09 -20.08 20.30
H: -2.84 -20.74 21.20
H: -2.20 -23.17 20.86
H: -3.58 -24.61 19.66
N: -6.41 -34.22 21.20
C: -5.79 -33.10 21.53
C: -5.07 -32.94 22.67
C: -4.77 -34.08 23.44
C: -5.43 -35.27 23.11
C: -6.29 -35.29 22.04
H: -5.97 -32.26 20.94
H: -4.71 -32.00 23.10
H: -4.20 -34.09 24.36
H: -5.25 -36.20 23.67
H: -6.97 -36.13 21.87
N: -3.59 -32.83 18.62
C: -2.41 -33.30 19.03
C: -1.41 -32.56 19.60
C: -1.64 -31.16 19.80
C: -2.87 -30.64 19.31
C: -3.81 -31.54 18.79
H: -2.33 -34.34 18.77
H: -0.54 -32.94 20.01
H: -0.94 -30.56 20.31
H: -3.02 -29.60 19.49
H: -4.81 -31.19 18.52
N: 0.53 -25.18 28.72
C: -0.28 -24.23 29.05
C: -0.02 -22.91 28.86
C: 1.15 -22.54 28.18
C: 1.98 -23.59 27.75
C: 1.65 -24.89 28.07
H: -1.30 -24.47 29.53
H: -0.72 -22.10 29.17
H: 1.36 -21.49 28.01
H: 2.87 -23.44 27.19
H: 2.36 -25.63 27.77
N: 2.39 -26.74 15.93
C: 1.30 -26.78 15.13
C: 1.06 -27.69 14.11
C: 2.01 -28.68 13.89
C: 3.08 -28.68 14.71
C: 3.26 -27.72 15.69
H: 0.65 -25.98 15.30
H: 0.19 -27.66 13.50
H: 1.90 -29.43 13.11
H: 3.89 -29.48 14.65
H: 4.11 -27.71 16.36
N: 0.35 -30.50 27.88
C: 0.85 -31.12 28.96
C: 2.09 -30.85 29.54
C: 2.93 -30.01 28.87
C: 2.47 -29.39 27.75
C: 1.21 -29.65 27.23
H: 0.19 -31.90 29.34
H: 2.38 -31.32 30.53
H: 3.91 -29.78 29.24
H: 3.11 -28.73 27.19
H: 0.80 -29.33 26.31
N: 0.81 -21.48 16.39
C: -0.21 -21.21 17.22
C: -0.53 -22.14 18.22
C: 0.03 -23.36 18.30
C: 1.06 -23.63 17.37
C: 1.40 -22.66 16.45
H: -0.77 -20.31 17.15
H: -1.31 -21.84 18.95
H: -0.28 -24.13 19.01
H: 1.59 -24.57 17.39
H: 2.32 -22.79 15.86
N: 4.83 -25.03 19.14
C: 5.88 -24.35 19.48
C: 6.72 -23.73 18.52
C: 6.43 -23.93 17.18
C: 5.33 -24.68 16.80
C: 4.57 -25.18 17.85
H: 6.03 -24.29 20.52
H: 7.61 -23.17 18.81
H: 6.90 -23.52 16.27
H: 4.99 -24.89 15.79
H: 3.61 -25.66 17.63
N: 0.83 -32.82 25.21
C: 0.66 -31.62 24.63
C: -0.41 -31.32 23.80
C: -1.41 -32.28 23.53
C: -1.25 -33.51 24.16
C: -0.10 -33.72 24.99
H: 1.43 -30.92 24.97
H: -0.61 -30.34 23.38
H: -2.34 -31.93 22.96
H: -1.93 -34.40 24.07
H: 0.04 -34.70 25.44
C: -8.25 -26.00 22.14
C: -7.05 -26.29 21.28
O: -7.20 -27.66 20.73
P: -6.91 -28.21 19.27
O: -5.68 -29.04 19.16
O: -8.21 -29.09 18.98
C: -8.24 -30.01 17.81
C: -9.05 -31.18 18.14
O: -6.98 -26.87 18.42
C: -5.87 -26.55 17.53
C: -6.21 -26.43 16.06
H: -8.26 -26.53 23.10
H: -8.22 -24.94 22.27
H: -9.16 -26.28 21.48
H: -6.97 -25.63 20.44
H: -6.09 -26.22 21.84
H: -8.61 -29.39 16.96
H: -7.19 -30.30 17.66
H: -9.12 -31.82 17.26
H: -8.55 -31.68 18.93
H: -10.05 -30.96 18.45
H: -5.58 -25.60 17.95
H: -5.08 -27.29 17.71
H: -7.20 -25.92 16.03
H: -5.54 -25.86 15.51
H: -6.38 -27.43 15.65
C: 6.13 -26.55 22.33
C: 5.12 -25.59 22.99
O: 5.77 -25.08 24.14
P: 5.04 -24.85 25.51
O: 3.74 -25.55 25.67
O: 6.11 -25.27 26.60
C: 6.29 -26.76 26.80
C: 5.39 -27.29 27.86
O: 4.93 -23.35 25.81
C: 5.82 -22.32 25.30
C: 6.70 -21.82 26.36
H: 6.50 -27.36 23.01
H: 5.76 -26.92 21.37
H: 6.93 -25.89 21.99
H: 4.93 -24.82 22.30
H: 4.13 -26.01 23.21
H: 6.09 -27.20 25.84
H: 7.33 -27.01 27.02
H: 4.35 -27.29 27.52
H: 5.71 -28.31 28.11
H: 5.48 -26.56 28.75
H: 6.37 -22.69 24.39
H: 5.08 -21.56 24.93
H: 6.11 -21.79 27.32
H: 7.54 -22.47 26.50
H: 7.18 -20.83 26.13
C: 2.70 -28.28 23.26
C: 3.43 -28.86 24.43
O: 4.44 -29.74 23.86
P: 5.00 -30.67 25.02
O: 5.70 -29.87 26.05
O: 3.84 -31.54 25.47
C: 3.99 -32.39 26.66
C: 4.21 -33.78 26.09
O: 5.92 -31.59 24.23
C: 7.27 -31.25 24.00
C: 8.22 -32.06 24.97
H: 3.49 -27.84 22.62
H: 2.16 -29.06 22.69
H: 1.97 -27.53 23.54
H: 3.94 -28.20 25.13
H: 2.75 -29.41 25.08
H: 4.78 -32.09 27.33
H: 3.01 -32.35 27.08
H: 3.98 -34.53 26.85
H: 3.77 -34.02 25.13
H: 5.25 -33.91 25.90
H: 7.43 -31.48 22.92
H: 7.45 -30.15 24.08
H: 7.99 -31.73 25.96
H: 7.96 -33.14 24.85
H: 9.30 -31.86 24.85
C: 2.07 -31.98 15.69
C: 1.93 -32.06 17.17
O: 2.75 -33.07 17.76
P: 3.15 -32.87 19.25
O: 4.14 -33.85 19.74
O: 3.61 -31.39 19.39
C: 4.89 -30.97 19.03
C: 5.68 -30.47 20.22
O: 1.80 -32.81 20.09
C: 1.80 -33.28 21.46
C: 2.95 -32.59 22.21
H: 2.07 -33.03 15.34
H: 1.30 -31.30 15.37
H: 3.09 -31.70 15.41
H: 2.14 -31.07 17.69
H: 0.95 -32.37 17.45
H: 5.33 -31.88 18.62
H: 4.83 -30.22 18.23
H: 6.55 -29.95 19.92
H: 5.00 -29.88 20.86
H: 5.98 -31.34 20.83
H: 0.85 -33.02 21.97
H: 1.96 -34.37 21.44
H: 2.85 -31.49 22.16
H: 3.09 -32.79 23.24
H: 3.84 -32.85 21.69
C: -8.16 -30.68 21.94
C: -8.98 -29.52 22.53
O: -10.18 -30.10 23.17
P: -9.95 -30.62 24.68
O: -9.06 -29.82 25.50
O: -11.44 -30.75 25.15
C: -12.16 -29.72 25.89
C: -13.20 -28.97 25.16
O: -9.46 -32.09 24.54
C: -10.20 -33.06 23.66
C: -9.40 -34.34 23.64
H: -7.32 -30.28 21.34
H: -7.75 -31.26 22.77
H: -8.77 -31.35 21.32
H: -8.33 -28.96 23.22
H: -9.37 -28.99 21.70
H: -12.64 -30.35 26.61
H: -11.43 -29.10 26.39
H: -12.80 -28.42 24.29
H: -14.01 -29.63 24.82
H: -13.59 -28.28 25.90
H: -11.16 -33.15 24.13
H: -10.21 -32.58 22.69
H: -9.82 -35.18 23.05
H: -8.47 -34.16 23.19
H: -9.28 -34.70 24.71
C: -4.23 -28.77 11.65
C: -5.17 -29.06 12.79
O: -4.76 -30.28 13.39
P: -4.87 -30.35 14.97
O: -6.14 -29.85 15.46
O: -4.51 -31.86 15.25
C: -5.49 -32.73 15.79
C: -4.92 -34.13 15.87
O: -3.65 -29.55 15.52
C: -2.27 -29.88 15.12
C: -1.38 -29.99 16.35
H: -3.28 -28.59 12.22
H: -4.02 -29.67 11.06
H: -4.59 -27.93 11.08
H: -5.08 -28.20 13.50
H: -6.17 -29.14 12.40
H: -5.65 -32.48 16.86
H: -6.41 -32.85 15.21
H: -3.97 -34.27 16.42
H: -5.66 -34.78 16.38
H: -4.90 -34.56 14.83
H: -2.22 -30.74 14.46
H: -1.96 -28.96 14.58
H: -1.55 -30.84 17.02
H: -0.37 -30.27 15.94
H: -1.29 -29.07 16.97
C: -7.29 -27.39 28.01
C: -6.66 -27.67 26.68
O: -5.34 -26.99 26.72
P: -4.84 -25.98 25.68
O: -5.26 -26.22 24.31
O: -5.33 -24.58 26.36
C: -5.24 -23.50 25.35
C: -3.84 -23.38 24.64
O: -3.30 -26.11 25.81
C: -2.76 -26.09 27.13
C: -2.30 -27.51 27.38
H: -6.61 -27.82 28.74
H: -7.39 -26.28 28.10
H: -8.25 -27.84 28.10
H: -6.56 -28.74 26.52
H: -7.28 -27.20 25.89
H: -6.09 -23.68 24.72
H: -5.48 -22.58 25.92
H: -3.82 -22.39 24.16
H: -3.09 -23.42 25.41
H: -3.73 -24.13 23.84
H: -2.03 -25.32 27.21
H: -3.59 -25.87 27.81
H: -1.56 -27.50 28.21
H: -3.11 -28.21 27.52
H: -1.71 -27.85 26.47
C: 1.77 -28.27 19.56
C: 0.99 -27.16 20.21
O: -0.06 -27.71 21.04
P: -1.31 -26.88 21.28
O: -1.47 -25.77 20.36
O: -2.47 -27.98 21.26
C: -3.84 -27.69 21.70
C: -4.43 -28.89 22.34
O: -1.20 -26.29 22.73
C: -0.92 -27.16 23.90
C: -0.14 -26.27 24.85
H: 2.24 -28.90 20.31
H: 1.05 -28.82 18.95
H: 2.54 -27.76 18.98
H: 1.56 -26.54 20.84
H: 0.54 -26.54 19.46
H: -3.91 -26.81 22.35
H: -4.46 -27.45 20.84
H: -4.50 -29.66 21.57
H: -3.75 -29.23 23.11
H: -5.45 -28.65 22.71
H: -1.87 -27.51 24.24
H: -0.29 -28.02 23.57
H: -0.77 -25.51 25.23
H: 0.17 -26.87 25.70
H: 0.78 -25.88 24.34

Atom charges from the Löwdin analysis, given in e for atoms 1 to 99: number 1, N, carries 0.074; number 2, C, carries -0.158; number 3, C, carries -0.104; number 4, C, carries -0.054; number 5, C, carries -0.048; number 6, C, carries -0.198; number 7, H, carries 0.115; number 8, H, carries 0.109; number 9, H, carries 0.103; number 10, H, carries 0.096; number 11, H, carries 0.098; number 12, N, carries 0.074; number 13, C, carries -0.153; number 14, C, carries -0.043; number 15, C, carries -0.079; number 16, C, carries -0.069; number 17, C, carries -0.138; number 18, H, carries 0.089; number 19, H, carries 0.111; number 20, H, carries 0.116; number 21, H, carries 0.087; number 22, H, carries 0.108; number 23, N, carries 0.067; number 24, C, carries -0.168; number 25, C, carries -0.074; number 26, C, carries -0.049; number 27, C, carries -0.080; number 28, C, carries -0.139; number 29, H, carries 0.097; number 30, H, carries 0.085; number 31, H, carries 0.107; number 32, H, carries 0.096; number 33, H, carries 0.102; number 34, N, carries 0.065; number 35, C, carries -0.146; number 36, C, carries -0.080; number 37, C, carries -0.083; number 38, C, carries -0.096; number 39, C, carries -0.134; number 40, H, carries 0.115; number 41, H, carries 0.099; number 42, H, carries 0.116; number 43, H, carries 0.079; number 44, H, carries 0.072; number 45, N, carries 0.078; number 46, C, carries -0.176; number 47, C, carries -0.067; number 48, C, carries -0.061; number 49, C, carries -0.081; number 50, C, carries -0.162; number 51, H, carries 0.073; number 52, H, carries 0.078; number 53, H, carries 0.088; number 54, H, carries 0.106; number 55, H, carries 0.103; number 56, N, carries 0.072; number 57, C, carries -0.158; number 58, C, carries -0.055; number 59, C, carries -0.027; number 60, C, carries -0.055; number 61, C, carries -0.152; number 62, H, carries 0.104; number 63, H, carries 0.052; number 64, H, carries 0.079; number 65, H, carries 0.074; number 66, H, carries 0.085; number 67, N, carries 0.068; number 68, C, carries -0.224; number 69, C, carries -0.094; number 70, C, carries -0.056; number 71, C, carries -0.051; number 72, C, carries -0.132; number 73, H, carries 0.128; number 74, H, carries 0.111; number 75, H, carries 0.099; number 76, H, carries 0.067; number 77, H, carries 0.081; number 78, N, carries 0.069; number 79, C, carries -0.126; number 80, C, carries -0.045; number 81, C, carries -0.088; number 82, C, carries -0.103; number 83, C, carries -0.158; number 84, H, carries 0.065; number 85, H, carries 0.091; number 86, H, carries 0.115; number 87, H, carries 0.124; number 88, H, carries 0.096; number 89, N, carries 0.079; number 90, C, carries -0.158; number 91, C, carries -0.076; number 92, C, carries -0.091; number 93, C, carries -0.075; number 94, C, carries -0.130; number 95, H, carries 0.102; number 96, H, carries 0.128; number 97, H, carries 0.104; number 98, H, carries 0.073; number 99, H, carries 0.074


The following is a DFT calculation (the ωB97M-V functional and the def2-TZVPD basis) of a single C10F12S4 molecule at a distorted geometry.

The spin multiplicity is 1. The value obtained for the energy relative to the best compared isomer or geometry (same formula, charge and spin) is 0.0 kcal/mol. For the total energy, the calculation gives -3172.21901 a.u. The calculation puts the max |F| at 3.18 eV/Å. Its SMILES is FC(F)(F)C1=C(C(F)(F)F)SC(=C2SC(C(F)(F)F)=C(C(F)(F)F)S2)S1. The calculation puts the frontier orbital gap at 7.24 eV.

Cartesian coordinates (Å):
F: -0.54 3.21 -3.58
F: 1.32 2.62 -4.69
F: -0.61 1.53 -4.97
F: 3.64 1.40 -3.43
F: 2.57 0.34 -5.07
F: 3.54 -0.84 -3.57
F: -3.19 1.21 3.31
F: -2.02 0.31 4.98
F: -3.62 -0.85 3.99
F: 0.77 -3.00 3.93
F: -1.20 -2.73 4.75
F: 0.28 -1.19 5.10
S: -0.80 0.95 -1.78
S: 1.69 -0.60 -1.32
S: -1.87 0.09 1.11
S: 0.33 -1.81 1.46
C: 0.11 -0.15 -0.72
C: -0.44 -0.62 0.44
C: 0.48 1.18 -2.96
C: 1.63 0.37 -2.81
C: -1.65 -0.50 2.76
C: -0.63 -1.41 2.91
C: 0.17 2.16 -4.07
C: 2.86 0.33 -3.74
C: -2.62 0.06 3.79
C: -0.21 -2.08 4.19

Charges computed using Löwdin, reported in e: number 1, F, carries 0.122; number 2, F, carries 0.128; number 3, F, carries 0.142; number 4, F, carries 0.136; number 5, F, carries 0.131; number 6, F, carries 0.111; number 7, F, carries 0.104; number 8, F, carries 0.154; number 9, F, carries 0.127; number 10, F, carries 0.099; number 11, F, carries 0.188; number 12, F, carries 0.138; number 13, S, carries 1.027; number 14, S, carries 1.025; number 15, S, carries 1.026; number 16, S, carries 1.032; number 17, C, carries -0.897; number 18, C, carries -0.944; number 19, C, carries -0.392; number 20, C, carries -0.363; number 21, C, carries -0.372; number 22, C, carries -0.366; number 23, C, carries -0.585; number 24, C, carries -0.569; number 25, C, carries -0.569; number 26, C, carries -0.633